Record 1
The following is a quantum chemistry calculation of a molecular structure, C41H33KN3O4PS, from the Open Molecules 2025 dataset.

Each line ends with the Mulliken charge.
Element x y z (Å)
K -0.254 1.113 -0.912  0.9472
C 1.967 2.095 2.847  -0.8279
C 1.149 2.856 1.841  0.5489
C -0.205 3.092 2.055  -0.1149
C -0.968 3.770 1.112  -0.4601
C -0.381 4.224 -0.060  -0.1994
C 0.968 3.985 -0.288  -0.3355
C 1.725 3.308 0.655  -0.2306
H 2.721 1.491 2.344  0.0810
H 1.339 1.432 3.442  -0.0736
H 2.475 2.783 3.531  0.4471
H -0.682 2.697 2.946  0.3197
H -2.031 3.893 1.272  0.2630
H -0.979 4.705 -0.823  0.2493
H 1.416 4.279 -1.228  0.2237
H 2.762 3.079 0.439  0.2310
C -5.772 -1.971 5.365  -0.3903
C -4.449 -2.373 5.471  -0.7654
C -3.468 -1.773 4.693  -0.0919
C -3.786 -0.756 3.798  0.3753
C -5.124 -0.356 3.709  -0.5100
C -6.107 -0.958 4.474  -0.5480
P -2.625 0.109 2.635  -0.0614
C -1.010 -0.442 3.342  0.5781
C 0.009 -0.941 2.534  -0.2055
C 1.254 -1.245 3.066  -0.0186
C 1.499 -1.072 4.419  -0.5842
C 0.497 -0.554 5.235  -0.6919
C -0.735 -0.226 4.694  -0.7134
C -2.796 -0.925 1.140  0.6045
C -2.806 -2.322 1.266  -0.0123
C -2.968 -3.104 0.138  -0.8393
C -3.121 -2.473 -1.097  -0.3660
C -3.095 -1.092 -1.184  0.1270
C -2.929 -0.227 -0.075  -1.1980
H -6.538 -2.444 5.969  0.3453
H -4.180 -3.167 6.158  0.3530
H -2.441 -2.107 4.784  0.3543
H -5.383 0.432 3.010  0.3644
H -7.138 -0.638 4.380  0.3648
H -0.170 -1.080 1.475  0.2232
H 2.042 -1.598 2.411  0.0742
H 2.472 -1.310 4.831  0.3511
H 0.684 -0.390 6.290  0.3416
H -1.507 0.194 5.331  0.4704
H -2.683 -2.800 2.235  0.2567
H -2.971 -4.188 0.211  0.3500
H -3.241 -3.082 -1.990  0.3249
H -3.184 -0.655 -2.177  0.2420
O -0.592 2.525 -2.944  -0.3123
C -0.736 2.305 -4.179  -0.2402
C -1.331 3.282 -5.049  -0.7232
C -1.442 3.106 -6.406  -0.3159
C -0.973 1.945 -7.026  -0.7108
C -0.403 0.970 -6.221  -0.4564
C -0.288 1.111 -4.842  0.0026
C 0.336 0.017 -4.087  0.1057
N -0.146 -0.620 -3.036  -0.1073
C 0.761 -1.607 -2.732  -0.1416
C 1.810 -1.558 -3.598  -1.0681
N 1.516 -0.540 -4.474  0.1504
H -1.686 4.192 -4.577  0.3468
H -1.901 3.886 -7.010  0.3319
H -1.065 1.802 -8.096  0.3423
H -0.047 0.047 -6.672  0.3468
H 0.602 -2.278 -1.903  0.4584
H 2.727 -2.120 -3.653  0.5117
H 2.203 -0.058 -5.031  0.3996
O 5.455 1.709 -2.184  -0.7696
S 4.376 0.825 -2.567  1.2109
O 4.114 0.766 -3.989  -0.7414
N 3.064 1.052 -1.682  -0.0028
C 2.844 0.044 -0.824  -0.6191
O 1.977 -0.006 0.047  -0.1357
C 3.820 -1.104 -1.012  0.5515
C 3.828 -2.323 -0.362  -0.2057
C 4.804 -3.249 -0.711  -0.7195
C 5.750 -2.948 -1.688  -0.4763
C 5.739 -1.715 -2.335  -0.5800
C 4.760 -0.814 -1.975  -0.2018
H 3.073 -2.535 0.385  0.3926
H 4.828 -4.217 -0.227  0.3874
H 6.501 -3.683 -1.952  0.3713
H 6.468 -1.477 -3.099  0.4445

Calculated values
* HOMO energy: -0.051 Ha
* Kohn-Sham gap: 5.44 eV
* electronic energy: -3386.98583 Eh
* ΔE to the lowest compared entry with this formula, charge and spin: 0.065 eV
* net charge: -2

---

Record 2
The following is a quantum chemistry calculation of a molecular structure, C41H33N5O4PbS3, from the Open Molecules 2025 dataset.

Each line ends with the Mulliken charge.
Element x y z (Å)
Pb -1.165 -0.098 -0.218  0.8194
C 3.230 -0.430 -1.163  -0.5772
O 2.612 -0.415 0.103  -0.1457
C 2.704 -1.524 0.877  0.6742
C 3.468 -2.650 0.585  -0.4950
C 3.513 -3.727 1.454  -0.6874
C 2.768 -3.735 2.621  -0.9615
C 1.986 -2.643 2.924  -0.4516
C 1.970 -1.538 2.073  0.6705
N 1.194 -0.478 2.482  1.0068
N 0.256 -0.600 3.331  -1.0571
C -0.099 0.648 3.697  0.9077
C 0.638 1.554 2.918  0.8022
O 1.456 0.853 2.104  -0.1695
C 0.530 2.931 3.090  -0.8219
C -0.290 3.366 4.100  -1.0223
C -1.021 2.481 4.935  0.6882
C -1.789 2.945 6.023  -0.9012
C -2.467 2.063 6.825  -0.6025
C -2.457 0.686 6.560  -0.7277
C -1.716 0.192 5.516  -0.6904
C -0.971 1.076 4.720  0.4431
H 4.321 -0.439 -1.071  0.4066
H 2.912 0.484 -1.663  -0.2116
H 2.895 -1.291 -1.747  0.3564
H 4.033 -2.693 -0.330  0.4118
H 4.140 -4.569 1.210  0.4537
H 2.806 -4.578 3.292  0.4003
H 1.374 -2.614 3.810  0.4321
H 1.075 3.600 2.447  0.3273
H -0.379 4.428 4.278  0.4384
H -1.824 4.006 6.235  0.4138
H -3.025 2.429 7.674  0.3911
H -3.035 0.019 7.184  0.4392
H -1.678 -0.862 5.285  0.5711
O -1.639 -2.637 3.644  -0.6968
C -1.997 -2.090 2.613  0.5850
O -1.339 -1.148 2.054  -0.3050
C -3.342 -2.478 2.032  -0.0841
C -4.238 -2.931 3.002  -0.7536
C -5.500 -3.382 2.684  -0.6628
C -5.896 -3.399 1.354  -0.5091
C -5.030 -2.951 0.383  -0.9861
C -3.751 -2.468 0.694  1.1200
S -2.802 -2.041 -0.723  -0.6928
H -3.890 -2.941 4.025  0.4131
H -6.163 -3.745 3.456  0.3714
H -6.871 -3.775 1.069  0.3597
H -5.313 -2.965 -0.660  0.4469
S -1.826 0.805 -4.941  -0.3754
C -2.811 1.989 -4.120  1.3281
C -3.631 2.971 -4.648  -0.7697
C -4.302 3.802 -3.771  -0.4382
C -4.153 3.662 -2.392  -0.7948
C -3.356 2.672 -1.858  -0.5000
C -2.673 1.825 -2.727  -0.8607
N -1.834 0.818 -2.367  0.4041
C -1.312 0.184 -3.370  0.4410
C -0.434 -0.943 -3.227  0.9576
C -0.044 -1.665 -4.361  -0.8885
C 0.719 -2.804 -4.222  -0.9308
C 1.086 -3.228 -2.953  -0.4357
C 0.707 -2.498 -1.838  -0.9351
C -0.043 -1.329 -1.926  -0.0487
H -3.735 3.079 -5.716  0.4171
H -4.949 4.573 -4.163  0.3974
H -4.687 4.329 -1.732  0.3974
H -3.232 2.542 -0.795  0.4573
H -0.371 -1.347 -5.343  0.4179
H 1.001 -3.376 -5.094  0.3953
H 1.660 -4.136 -2.832  0.4556
H 0.982 -2.863 -0.858  0.5645
C 2.672 4.722 -0.397  -0.6429
N 2.204 4.136 -1.616  0.0949
C 3.037 4.011 -2.793  -0.5983
C 2.100 3.342 -3.812  -0.7158
N 1.008 2.894 -2.977  0.2002
C 1.057 3.435 -1.736  0.2330
S -0.085 3.257 -0.561  -0.3545
H 2.761 5.808 -0.489  0.2990
H 3.643 4.308 -0.113  0.3449
H 1.937 4.485 0.372  -0.0735
H 3.914 3.390 -2.569  0.3066
H 3.384 4.996 -3.122  0.3641
H 2.564 2.495 -4.322  0.3318
H 1.762 4.057 -4.569  0.3827
H 0.159 2.522 -3.360  0.0350

Calculated values
* HOMO energy: -0.239 Ha
* Kohn-Sham gap: 5.39 eV
* electronic energy: -3544.27113 Eh
* ΔE to the lowest compared entry with this formula, charge and spin: 1.694 eV
* net charge: 0

---

Record 3
The following is a quantum chemistry calculation of a molecular structure, C41H33NO4PPtS2Sb, from the Open Molecules 2025 dataset.

Each line ends with the Mulliken charge.
Element x y z (Å)
Pt -0.362 -0.315 0.623  1.5540
O -2.063 -0.020 -1.027  -0.6693
N -3.276 0.246 -0.627  0.1109
C -4.329 -0.041 -1.426  -0.1369
C -5.611 0.157 -0.988  -0.8069
C -5.815 0.688 0.289  -0.3463
C -4.725 1.014 1.060  -0.8849
C -3.428 0.785 0.593  0.4952
S -2.007 1.160 1.499  -0.3011
H -4.067 -0.424 -2.401  0.3275
H -6.435 -0.109 -1.633  0.4354
H -6.819 0.832 0.665  0.3911
H -4.831 1.441 2.048  0.4749
O 1.502 -2.823 1.759  -0.4001
S 2.328 -2.383 0.294  0.3880
O 1.480 -3.113 -0.629  -0.5141
O 2.051 -0.890 0.299  -0.3390
C 2.141 -2.405 2.880  0.3953
C 3.204 -3.142 3.394  -0.4498
C 3.794 -2.760 4.583  -0.5880
C 3.320 -1.647 5.268  -0.8818
C 2.297 -0.889 4.729  -0.3946
C 1.715 -1.242 3.510  0.8365
P 0.419 -0.215 2.733  -0.1768
C 1.037 1.501 2.921  1.5453
C 1.250 2.131 4.152  -0.4699
C 1.745 3.424 4.207  -1.0747
C 2.035 4.113 3.037  -0.7114
C 1.809 3.511 1.810  -0.5408
C 1.312 2.216 1.753  -0.4946
C -0.949 -0.457 3.910  0.2192
C -1.530 0.533 4.693  0.0735
C -2.632 0.231 5.484  -0.8140
C -3.175 -1.044 5.471  -0.4921
C -2.619 -2.028 4.662  -0.7296
C -1.507 -1.739 3.892  -0.7315
H 3.544 -4.013 2.850  0.5029
H 4.624 -3.329 4.981  0.4010
H 3.750 -1.361 6.219  0.4498
H 1.952 -0.024 5.270  0.1914
H 1.015 1.630 5.079  0.3609
H 1.899 3.895 5.169  0.4080
H 2.426 5.122 3.085  0.4052
H 2.012 4.041 0.888  0.4179
H 1.140 1.754 0.790  0.2887
H -1.150 1.544 4.666  0.4949
H -3.076 1.003 6.100  0.4119
H -4.038 -1.271 6.085  0.3993
H -3.058 -3.017 4.626  0.4250
H -1.069 -2.497 3.251  0.4187
C -2.894 -0.776 -5.958  -0.4897
C -3.019 -1.684 -4.914  -0.4141
C -2.126 -1.646 -3.850  -1.0340
C -1.095 -0.710 -3.821  0.6842
C -0.961 0.179 -4.887  -0.2551
C -1.863 0.154 -5.945  -0.7232
Sb 0.303 -0.729 -2.176  1.0547
C 0.858 1.347 -2.217  0.8103
C -0.085 2.342 -2.475  -0.7283
C 0.291 3.680 -2.498  -0.6783
C 1.609 4.037 -2.247  -0.4922
C 2.546 3.058 -1.945  -0.8366
C 2.171 1.719 -1.924  -0.5579
C 1.842 -1.464 -3.481  0.5691
C 1.947 -2.842 -3.665  -0.6942
C 2.852 -3.364 -4.580  -0.6527
C 3.650 -2.512 -5.332  -0.4428
C 3.533 -1.139 -5.175  -0.7221
C 2.632 -0.616 -4.254  -0.2763
H -3.598 -0.795 -6.781  0.3870
H -3.815 -2.419 -4.929  0.4136
H -2.233 -2.351 -3.031  0.4291
H -0.147 0.896 -4.896  0.3483
H -1.758 0.859 -6.761  0.4055
H -1.116 2.067 -2.666  0.4198
H -0.445 4.444 -2.717  0.4263
H 1.904 5.080 -2.280  0.3917
H 3.570 3.335 -1.725  0.4312
H 2.902 0.959 -1.670  0.5085
H 1.332 -3.513 -3.078  0.3405
H 2.932 -4.436 -4.706  0.3930
H 4.362 -2.919 -6.040  0.3751
H 4.140 -0.471 -5.773  0.4063
H 2.550 0.458 -4.148  0.3295

Calculated values
* HOMO energy: -0.268 Ha
* Kohn-Sham gap: 6.50 eV
* electronic energy: -3435.11223 Eh
* ΔE to the lowest compared entry with this formula, charge and spin: 1.631 eV
* net charge: 0